{
  "formula": "C10H19N3O12S2",
  "method": "wB97M-V/def2-TZVPD",
  "homo_energy_ev": -8.0,
  "smiles": "C[N+](=O)[O-].C[N+](=O)[O-].O=S1(=O)OCCO1.O=S1(=O)OCCO1.c1cc[nH]c1",
  "total_charge": 0,
  "lumo_energy_ev": -0.33,
  "e_above_lowest_kcal_mol": 4.32,
  "orbital_gap_ev": 7.654,
  "multiplicity": 1,
  "elements": ["C", "N", "O", "O", "H", "H", "H", "C", "N", "O", "O", "H", "H", "H", "C", "C", "O", "S", "O", "O", "O", "H", "H", "H", "H", "C", "C", "O", "S", "O", "O", "O", "H", "H", "H", "H", "N", "C", "C", "C", "C", "H", "H", "H", "H", "H"],
  "coordinates": [[-3.529, 4.712, 2.678], [-2.454, 3.884, 2.056], [-1.827, 4.481, 1.207], [-2.435, 2.705, 2.381], [-4.229, 4.107, 3.255], [-4.197, 5.219, 1.982], [-3.127, 5.469, 3.351], [3.082, -5.012, 0.902], [3.407, -3.742, 1.547], [3.148, -2.664, 1.051], [4.052, -3.847, 2.585], [3.091, -5.894, 1.543], [3.864, -5.003, 0.143], [2.095, -4.923, 0.448], [1.049, 0.410, 1.477], [0.702, 1.808, 1.025], [0.215, 1.711, -0.269], [-0.429, 0.186, -0.560], [0.329, -0.543, -1.601], [-1.919, 0.189, -0.577], [-0.032, -0.393, 0.984], [0.923, 0.214, 2.542], [1.936, 0.070, 0.943], [1.640, 2.350, 0.900], [0.003, 2.441, 1.572], [0.914, 4.561, -1.865], [0.607, 3.447, -2.860], [1.834, 3.038, -3.357], [3.015, 3.127, -2.207], [4.220, 3.806, -2.782], [3.106, 1.794, -1.529], [2.163, 4.234, -1.300], [0.163, 4.660, -1.081], [1.048, 5.459, -2.468], [0.041, 3.688, -3.759], [0.177, 2.528, -2.461], [-2.785, -4.546, -1.550], [-2.351, -5.765, -1.267], [-1.899, -5.773, 0.071], [-1.929, -4.411, 0.526], [-2.453, -3.710, -0.525], [-3.178, -4.209, -2.417], [-2.497, -6.505, -2.040], [-1.473, -6.666, 0.505], [-1.561, -4.049, 1.475], [-2.524, -2.643, -0.676]]
}



{
  "formula": "C27H37BClN6ReS2Si",
  "method": "wB97M-V/def2-TZVPD",
  "homo_energy_ev": [-10.9, -11.0],
  "s_squared": 0.7735,
  "total_charge": 1,
  "lumo_energy_ev": [-5.06, -4.63],
  "e_above_lowest_kcal_mol": 16.81,
  "orbital_gap_ev": [5.888, 6.344],
  "multiplicity": 2,
  "elements": ["Re", "B", "N", "C", "C", "C", "N", "N", "C", "C", "C", "N", "H", "H", "H", "H", "H", "H", "H", "H", "S", "C", "N", "C", "C", "C", "C", "C", "C", "S", "H", "H", "H", "H", "Cl", "C", "C", "C", "C", "N", "C", "H", "H", "H", "H", "C", "Si", "C", "C", "C", "C", "C", "C", "C", "C", "H", "H", "H", "H", "H", "H", "H", "H", "H", "H", "H", "H", "H", "H", "H", "H", "H", "H", "H", "H", "H"],
  "coordinates": [[0.051, -1.027, 1.015], [-1.389, -1.129, 4.097], [-2.315, -1.330, 2.881], [-3.581, -1.728, 2.949], [-4.043, -1.980, 1.663], [-2.965, -1.695, 0.847], [-1.924, -1.307, 1.602], [-0.346, -0.020, 3.826], [0.167, 0.743, 4.787], [1.336, 1.332, 4.321], [1.467, 0.867, 3.027], [0.434, 0.055, 2.734], [-2.043, -0.799, 5.025], [-0.796, -2.155, 4.274], [-4.076, -1.826, 3.891], [-5.016, -2.312, 1.371], [-2.893, -1.732, -0.222], [-0.292, 0.806, 5.752], [1.991, 1.990, 4.852], [2.249, 1.055, 2.320], [2.370, -1.540, 0.720], [2.611, -1.586, -0.968], [1.685, -1.348, -1.842], [2.199, -1.270, -3.102], [1.495, -0.927, -4.257], [2.193, -0.746, -5.430], [3.578, -0.926, -5.488], [4.293, -1.306, -4.369], [3.601, -1.470, -3.181], [4.241, -1.811, -1.602], [0.429, -0.768, -4.210], [1.667, -0.434, -6.320], [4.103, -0.749, -6.414], [5.363, -1.442, -4.412], [-0.957, -4.497, -3.620], [-0.607, -4.283, -1.952], [-0.336, -5.376, -1.136], [-0.049, -5.129, 0.196], [-0.026, -3.824, 0.651], [-0.284, -2.774, -0.137], [-0.583, -2.999, -1.413], [-0.359, -6.381, -1.527], [0.164, -5.936, 0.881], [0.217, -3.625, 1.691], [-0.819, -2.142, -2.025], [-1.113, 0.749, -1.741], [-0.366, 1.307, -0.045], [-1.803, 2.397, 0.837], [-1.339, 3.174, 2.071], [-2.368, 3.377, -0.193], [-2.968, 1.515, 1.277], [1.246, 2.428, -0.435], [1.557, 3.460, 0.655], [1.017, 3.187, -1.746], [2.492, 1.570, -0.641], [-1.336, 1.608, -2.366], [-2.039, 0.194, -1.611], [-0.396, 0.129, -2.270], [-0.718, 4.021, 1.808], [-0.802, 2.548, 2.777], [-2.212, 3.561, 2.592], [-1.603, 4.015, -0.619], [-3.107, 4.013, 0.291], [-2.863, 2.845, -0.999], [-2.689, 0.930, 2.145], [-3.302, 0.865, 0.475], [-3.808, 2.147, 1.560], [0.897, 4.318, 0.571], [2.578, 3.817, 0.525], [1.474, 3.048, 1.656], [0.144, 3.829, -1.697], [0.905, 2.510, -2.587], [1.885, 3.815, -1.939], [2.732, 0.986, 0.243], [3.344, 2.212, -0.855], [2.351, 0.904, -1.485]]
}



What did the first record say?
{
  "formula": "C10H19N3O12S2",
  "method": "wB97M-V/def2-TZVPD",
  "homo_energy_ev": -8.0,
  "smiles": "C[N+](=O)[O-].C[N+](=O)[O-].O=S1(=O)OCCO1.O=S1(=O)OCCO1.c1cc[nH]c1",
  "total_charge": 0,
  "lumo_energy_ev": -0.33,
  "e_above_lowest_kcal_mol": 4.32,
  "orbital_gap_ev": 7.654,
  "multiplicity": 1,
  "elements": ["C", "N", "O", "O", "H", "H", "H", "C", "N", "O", "O", "H", "H", "H", "C", "C", "O", "S", "O", "O", "O", "H", "H", "H", "H", "C", "C", "O", "S", "O", "O", "O", "H", "H", "H", "H", "N", "C", "C", "C", "C", "H", "H", "H", "H", "H"],
  "coordinates": [[-3.529, 4.712, 2.678], [-2.454, 3.884, 2.056], [-1.827, 4.481, 1.207], [-2.435, 2.705, 2.381], [-4.229, 4.107, 3.255], [-4.197, 5.219, 1.982], [-3.127, 5.469, 3.351], [3.082, -5.012, 0.902], [3.407, -3.742, 1.547], [3.148, -2.664, 1.051], [4.052, -3.847, 2.585], [3.091, -5.894, 1.543], [3.864, -5.003, 0.143], [2.095, -4.923, 0.448], [1.049, 0.410, 1.477], [0.702, 1.808, 1.025], [0.215, 1.711, -0.269], [-0.429, 0.186, -0.560], [0.329, -0.543, -1.601], [-1.919, 0.189, -0.577], [-0.032, -0.393, 0.984], [0.923, 0.214, 2.542], [1.936, 0.070, 0.943], [1.640, 2.350, 0.900], [0.003, 2.441, 1.572], [0.914, 4.561, -1.865], [0.607, 3.447, -2.860], [1.834, 3.038, -3.357], [3.015, 3.127, -2.207], [4.220, 3.806, -2.782], [3.106, 1.794, -1.529], [2.163, 4.234, -1.300], [0.163, 4.660, -1.081], [1.048, 5.459, -2.468], [0.041, 3.688, -3.759], [0.177, 2.528, -2.461], [-2.785, -4.546, -1.550], [-2.351, -5.765, -1.267], [-1.899, -5.773, 0.071], [-1.929, -4.411, 0.526], [-2.453, -3.710, -0.525], [-3.178, -4.209, -2.417], [-2.497, -6.505, -2.040], [-1.473, -6.666, 0.505], [-1.561, -4.049, 1.475], [-2.524, -2.643, -0.676]]
}